C5H9OP | the ωB97M-V functional and the def2-TZVPD basis

Atoms and positions in Å:
C (-0.564, 1.298, -0.495)
C (1.881, 0.210, -0.574)
H (1.364, -0.255, -1.396)
C (0.055, 0.041, 1.761)
H (2.545, 0.933, -1.025)
C (-1.142, -0.421, 1.113)
C (-1.471, 0.060, -0.269)
H (-0.222, 1.295, -1.456)
O (-1.181, 0.495, 2.180)
H (-1.585, -1.400, 1.471)
H (-1.378, -0.738, -1.149)
P (0.928, 1.320, 0.557)
H (2.467, -0.551, 0.086)
H (0.549, -0.492, 2.544)
H (-1.177, 2.285, -0.432)
H (-2.470, 0.310, -0.286)

Its strongest force on any atom is 3.9 eV/Å. The net charge is 0. As for the structure (SMILES): CP1CC[C@@H]2O[C@@H]21. The relative energy (zero: lowest compared OMol25 entry of this formula, charge and spin) is 44.4 kcal per mole. The HOMO-LUMO gap comes out at 0.362 hartree. For the LUMO energy, the calculation gives 1.041 eV. The HOMO energy is -8.811 eV. As for the spin multiplicity: 1.